Entry 1:
Density functional theory data (wB97M-V/def2-TZVPD) for a molecular structure, C6H12F26K4NO10P4S2.

```
! RIJCOSX wB97M-V def2-TZVPD def2/J DEFGRID3
* xyz -1 1
K -0.937 -0.776 -4.228
K -2.028 2.880 -1.493
K 2.628 2.049 -3.196
K -2.833 -2.248 0.211
N -1.121 5.309 -1.250
S 0.526 5.110 -1.187
O 1.314 6.282 -1.317
O 1.011 3.827 -1.608
F 0.546 4.972 0.391
S -1.200 6.444 -2.346
O -0.514 6.181 -3.576
O -1.165 7.761 -1.832
F -2.737 6.252 -2.729
P -3.841 1.730 1.225
F -4.151 1.358 -0.355
F -5.423 1.848 1.510
F -3.849 0.161 1.607
F -3.543 2.166 2.730
F -2.245 1.614 0.925
F -3.835 3.294 0.747
P -0.822 -5.073 0.777
F -0.043 -3.900 1.574
F 0.517 -5.640 0.111
F -0.653 -5.995 2.096
F -1.652 -6.230 0.022
F -2.278 -4.550 1.352
F -0.952 -4.015 -0.471
P 0.252 -0.273 -1.050
F -1.253 0.286 -1.534
F 0.921 0.160 -2.527
F 0.565 1.210 -0.505
F 1.665 -0.778 -0.563
F -0.477 -0.655 0.333
F -0.130 -1.654 -1.737
P 1.545 -3.667 -4.455
F -0.042 -3.489 -4.910
F 1.676 -4.867 -5.526
F 1.927 -2.614 -5.669
F 3.077 -3.854 -4.022
F 1.415 -2.351 -3.518
F 1.050 -4.610 -3.272
C 3.404 0.841 1.472
O 3.903 2.169 1.290
C 4.170 2.565 0.078
O 4.079 1.890 -0.932
O 4.593 3.819 0.128
C 4.715 4.525 -1.104
H 3.985 0.134 0.881
H 2.354 0.771 1.210
H 3.532 0.594 2.521
H 5.263 5.445 -0.916
H 3.738 4.707 -1.543
H 5.407 4.003 -1.780
C -0.220 -1.300 3.654
O -0.646 -2.472 4.347
C -1.889 -2.839 4.090
O -2.723 -2.166 3.526
O -2.091 -4.024 4.636
C -3.315 -4.666 4.363
H -0.235 -1.483 2.579
H 0.823 -1.121 3.899
H -0.855 -0.452 3.899
H -3.281 -5.189 3.409
H -4.170 -3.992 4.415
H -3.451 -5.416 5.144
*
```

Calculated values
DFT total energy: -8202.34189 a.u.
Relative energy (zero: lowest compared OMol25 entry of this formula, charge and spin): 0.0 kcal/mol
Maximum force: 4.31 eV/A
Molecular weight: 1096.5 Da
Kohn-Sham gap: 0.318 Eh

Entry 2:
Density functional theory data (wB97M-V/def2-TZVPD) for a single C6H12F2N2O molecule.

```
! RIJCOSX wB97M-V def2-TZVPD def2/J DEFGRID3
* xyz 0 1
C -1.146 0.038 -0.256
C 1.598 -1.831 -0.193
C 1.678 2.006 0.518
C 2.103 -0.445 0.292
C 1.168 0.694 -0.112
C -3.509 -0.281 -0.026
N -1.072 -0.416 -1.432
N -2.254 -0.090 0.529
O -0.158 0.615 0.475
F -4.446 -0.510 0.909
F -4.069 0.772 -0.706
H 0.558 -1.789 0.194
H 2.164 -2.583 0.287
H 1.627 -1.850 -1.303
H 2.350 2.429 -0.164
H 0.778 2.680 0.516
H 2.188 1.802 1.515
H 3.101 -0.152 -0.031
H 2.233 -0.637 1.434
H 1.133 0.743 -1.236
H -3.628 -1.034 -0.718
H -0.236 -0.548 -1.826
H -2.160 0.387 1.333
*
```

Calculated values
DFT total energy: -620.27233 a.u.
Relative energy (zero: lowest compared OMol25 entry of this formula, charge and spin): 0.0 kcal/mol
Maximum force: 5.12 eV/A
Molecular weight: 166.2 Da
Kohn-Sham gap: 0.396 Eh
SMILES: [H]/N=C(/NC(F)F)O[C@@H](C)CC

Entry 3:
Density functional theory data (wB97M-V/def2-TZVPD) for a molecular structure, C6H12F3OP.

```
! RIJCOSX wB97M-V def2-TZVPD def2/J DEFGRID3
* xyz 0 1
C -1.906 -1.913 -0.601
C 1.802 1.677 -1.167
C 2.722 0.391 1.305
C 0.393 -0.448 -0.336
C -1.434 -0.747 0.209
C -2.249 0.521 0.114
O -1.449 -1.108 1.612
F -3.434 0.371 0.759
F -1.728 1.602 0.825
F -2.358 0.979 -1.124
P 1.152 1.045 0.463
H -2.210 -1.675 -1.686
H -1.085 -2.606 -0.832
H -2.718 -2.347 -0.038
H 0.837 2.044 -1.678
H 2.255 1.023 -1.863
H 2.425 2.510 -1.195
H 2.349 0.040 2.211
H 3.396 1.097 1.512
H 3.259 -0.474 0.856
H 0.739 -1.415 0.025
H 0.461 -0.261 -1.410
H -1.216 -0.307 2.039
*
```

Calculated values
DFT total energy: -951.94422 a.u.
Relative energy (zero: lowest compared OMol25 entry of this formula, charge and spin): 19.5 kcal/mol
Maximum force: 4.71 eV/A
Molecular weight: 188.1 Da
Kohn-Sham gap: 0.354 Eh